The following is a quantum chemistry calculation of a cluster of 3 separate species, C12H22BrN4 in total in a non-equilibrium geometry, from the Open Molecules 2025 dataset.

The geometry in XYZ format:
```
39
Properties=species:S:1:pos:R:3:lowdin_charge:R:1
C -1.568 -0.991 1.341 -0.0636
C -2.617 -0.700 0.226 -0.1835
N -3.679 0.111 0.799 -0.0670
C -3.606 1.480 1.054 -0.0007
C -4.710 1.840 1.788 -0.0019
N -5.448 0.671 2.007 -0.1053
C -4.842 -0.404 1.297 0.0522
C -6.680 0.557 2.793 -0.0059
H -0.642 -1.486 1.049 0.0732
H -2.173 -1.624 1.990 0.0668
H -1.162 -0.148 1.901 0.0696
H -3.117 -1.656 0.066 0.1111
H -2.346 -0.233 -0.720 0.0926
H -2.823 2.108 0.657 0.0429
H -5.060 2.845 1.970 0.1346
H -5.202 -1.419 1.212 0.1545
H -7.313 1.351 2.396 0.0937
H -6.440 0.860 3.812 0.1009
H -7.236 -0.369 2.649 0.0996
C 6.911 -0.425 -0.985 -0.0817
C 5.641 0.057 -0.214 -0.2078
N 4.452 0.156 -1.009 -0.1326
C 4.230 0.838 -2.148 -0.0982
C 2.993 0.470 -2.707 -0.0613
N 2.394 -0.485 -1.916 -0.1852
C 3.350 -0.721 -0.947 -0.1124
C 1.142 -1.006 -2.036 -0.1369
H 7.328 0.387 -1.581 0.0582
H 6.471 -1.105 -1.713 0.0679
H 7.718 -0.827 -0.372 0.0647
H 5.885 1.049 0.167 0.1093
H 5.477 -0.686 0.567 0.1108
H 4.902 1.546 -2.611 0.1038
H 2.490 0.850 -3.584 0.1063
H 3.317 -1.621 -0.351 0.0806
H 1.056 -2.084 -2.173 0.0771
H 0.588 -0.617 -2.890 0.0897
H 0.609 -0.685 -1.141 0.0221
Br -0.288 2.117 -0.645 -0.5382
```

Output
Multiplicity: 2
HOMO-LUMO gap (alpha / beta): 2.701 / 6.189 eV
HOMO level (alpha / beta): -3.19 / -6.68 eV
Expectation value of S²: 0.76

=====

The following is a quantum chemistry calculation of a cluster of 2 separate species, C2HIN2O2 in total in a non-equilibrium geometry, from the Open Molecules 2025 dataset.

The geometry in XYZ format:
```
8
Properties=species:S:1:pos:R:3:lowdin_charge:R:1
O 0.207 2.424 -2.002 0.0354
N 0.633 1.392 -1.571 -0.2436
C 0.953 0.461 -0.918 -0.6414
I 2.352 -1.026 -0.856 0.8924
C -0.338 -0.710 1.325 0.0711
N -1.504 -0.949 1.175 -0.2013
O -2.540 -1.453 0.957 0.0653
H 0.238 -0.139 1.890 0.0222
```

Output
HOMO-LUMO gap: 8.696 eV
HOMO level: -9.69 eV
Structure (SMILES): [O-][N+]#CI.C#[N+][O-]

=====

The following is a quantum chemistry calculation of the molecule C3H4N2O in a non-equilibrium geometry, from the Open Molecules 2025 dataset.

The geometry in XYZ format:
```
10
Properties=species:S:1:pos:R:3:lowdin_charge:R:1
H -0.471 2.483 -1.613 0.1130
N -0.921 1.850 -0.752 0.0706
C -0.211 0.780 -0.406 -0.4138
C -0.890 -0.262 0.416 -0.0622
C 0.035 -1.150 0.603 -0.1127
N 1.309 -0.704 0.034 -0.0725
O 1.087 0.372 -0.724 -0.0151
H -2.042 -0.516 0.595 0.1659
H -0.125 -2.082 1.210 0.1334
H 2.231 -0.773 0.637 0.1933
```

Output
HOMO-LUMO gap: 9.099 eV
HOMO level: -8.30 eV
Structure (SMILES): [H]/N=c1/cc[nH]o1

=====

The following is a quantum chemistry calculation of a structure of composition C25H29BCuN3O5Si, from the Open Molecules 2025 dataset.

The geometry in XYZ format:
```
65
Properties=species:S:1:pos:R:3:lowdin_charge:R:1
Cu -0.198 2.203 0.239 0.4758
C 2.310 5.909 0.715 -0.0400
C 1.243 5.000 0.797 -0.0864
N 0.954 4.153 -0.163 0.1072
C 1.714 4.147 -1.273 -0.1304
C 2.806 5.009 -1.447 -0.1466
C 3.093 5.909 -0.407 -0.0227
C 3.591 4.938 -2.647 -0.0341
C 3.295 4.051 -3.618 -0.0347
C 2.181 3.157 -3.480 -0.1524
C 1.834 2.216 -4.465 -0.0265
C 0.759 1.393 -4.261 -0.0491
C 0.033 1.517 -3.065 -0.1056
N 0.333 2.391 -2.135 0.1394
C 1.389 3.200 -2.323 -0.1354
H 2.503 6.583 1.538 0.1006
H 0.606 4.950 1.672 0.1001
H 3.934 6.587 -0.505 0.1102
H 4.434 5.612 -2.750 0.1076
H 3.894 3.994 -4.520 0.1076
H 2.428 2.149 -5.370 0.1110
H 0.472 0.648 -4.991 0.1017
H -0.808 0.866 -2.853 0.1142
C 4.240 0.482 0.819 -0.1864
Si 2.418 0.238 0.373 0.2296
C 2.384 -0.432 -1.397 -0.1612
C 1.790 -1.166 1.472 -0.1557
O 1.632 1.617 0.531 -0.3840
H 4.821 -0.438 0.699 0.0140
H 4.338 0.813 1.856 0.0171
H 4.686 1.252 0.183 0.0140
H 3.008 -1.324 -1.511 0.0211
H 2.738 0.323 -2.105 0.0137
H 1.359 -0.699 -1.672 0.0146
H 2.490 -2.007 1.457 0.0216
H 0.816 -1.541 1.146 0.0127
H 1.683 -0.828 2.506 0.0329
O -1.326 3.801 1.979 -0.1684
N -2.184 3.941 1.102 -0.2456
O -1.954 3.315 0.032 -0.2186
C -2.609 -5.146 3.309 -0.0532
C -3.578 -4.785 2.173 -0.5650
C -3.861 -6.056 1.372 -0.0809
C -4.902 -4.298 2.775 -0.0543
C -2.966 -3.677 1.314 -0.1839
C -2.702 -3.841 -0.043 -0.0440
C -2.131 -2.828 -0.822 0.0117
C -1.833 -1.642 -0.198 -0.2316
O -1.266 -0.511 -0.701 0.0895
B -1.143 0.417 0.382 -0.3996
O -1.691 -0.217 1.527 0.1306
C -2.090 -1.461 1.155 -0.2161
C -2.651 -2.452 1.924 0.0557
H -3.034 -5.935 3.935 0.0788
H -2.401 -4.285 3.944 0.0761
H -1.659 -5.499 2.904 0.0896
H -4.297 -6.811 2.031 0.0793
H -2.948 -6.473 0.944 0.0830
H -4.568 -5.870 0.561 0.0827
H -5.347 -5.078 3.400 0.0788
H -5.611 -4.041 1.986 0.0885
H -4.758 -3.412 3.394 0.0758
H -2.935 -4.779 -0.527 0.0899
H -1.927 -2.976 -1.874 0.1129
H -2.831 -2.274 2.977 0.1226
```

Output
Total charge: -1
Multiplicity: 2
HOMO-LUMO gap (alpha / beta): 6.234 / 7.649 eV
HOMO level (alpha / beta): -3.72 / -5.14 eV
Expectation value of S²: 0.75

=====

The following is a quantum chemistry calculation of a structure of composition C12H11CuF6N2O7S3 in a non-equilibrium geometry, from the Open Molecules 2025 dataset.

The geometry in XYZ format:
```
42
Properties=species:S:1:pos:R:3:lowdin_charge:R:1
Cu -0.493 -0.971 0.149 0.0579
O 3.270 -2.367 -0.134 -0.0313
C 2.247 -1.782 0.254 -0.6273
O 1.304 -1.402 -0.516 -0.1125
C 2.191 -1.464 1.748 -0.1489
C 3.392 -1.012 2.292 -0.0607
C 3.554 -0.782 3.648 -0.1337
C 2.486 -1.035 4.499 -0.1412
C 1.279 -1.464 3.980 -0.1654
C 1.084 -1.664 2.602 -0.6292
S -0.525 -2.162 2.093 0.5460
H 4.226 -0.847 1.620 0.1044
H 4.498 -0.422 4.043 0.0765
H 2.599 -0.895 5.570 0.0796
H 0.436 -1.642 4.637 0.0723
C -0.926 -2.336 -2.715 -0.0261
N -2.328 -2.388 -2.334 -0.1766
C -3.213 -3.172 -3.159 -0.0781
C -2.845 -1.536 -1.421 -0.2879
O -2.225 -0.714 -0.777 -0.0265
H -0.528 -3.350 -2.778 0.0952
H -0.356 -1.792 -1.961 0.0543
H -0.802 -1.837 -3.681 0.0922
H -2.702 -4.084 -3.468 0.0815
H -3.524 -2.633 -4.064 0.0851
H -4.107 -3.450 -2.599 0.0791
H -3.929 -1.671 -1.282 0.1421
F 0.648 1.842 -3.012 0.1326
C -0.646 2.006 -2.729 -0.6487
F -1.117 3.029 -3.471 0.0990
F -1.293 0.900 -3.126 0.1156
S -0.933 2.396 -0.922 0.5942
O -0.349 1.322 -0.178 -0.2838
O -2.348 2.608 -0.856 -0.2784
N -0.032 3.708 -0.950 -0.2982
S -0.061 4.783 0.202 0.5614
O 0.956 5.767 -0.053 -0.3166
O -1.363 5.283 0.550 -0.3069
C 0.512 3.939 1.768 -0.6730
F 0.827 4.893 2.671 0.0994
F -0.459 3.199 2.296 0.1366
F 1.594 3.199 1.567 0.1460
```

Output
Total charge: -2
HOMO-LUMO gap: 5.303 eV
HOMO level: -1.01 eV

=====

Calculated relative energy (zero: lowest compared OMol25 entry of this formula, charge and spin) in order - 12.8, 104.0, 101.4, 34.3, 29.1 kcal/mol